DFT (ωB97M-V with the def2-TZVPD basis set) results for a cluster of 3 separate species, C9H24O3 in total in a non-equilibrium geometry.

Computed properties:
Net charge: 0
Energy relative to the best compared isomer or geometry (same formula, charge and spin) in kcal/mol: 37.0
Total energy in Ha: -582.9633
2S+1: 1
SMILES string: CC(C)O.CC(C)O.CC(C)O
F_max in Eh/bohr: 0.05963

Positions of all 36 atoms, in Å:
O (-20.55257, 16.38293, 21.82360)
O (-21.59786, 19.17410, 8.64153)
O (-20.86234, 18.91431, 13.66844)
C (-20.24378, 21.13506, 14.22408)
C (-20.24077, 17.30647, 8.18008)
C (-20.84809, 19.87078, 14.71668)
C (-22.25373, 20.02426, 15.24777)
C (-21.80456, 18.42467, 21.57077)
C (-22.56796, 16.03514, 20.94453)
C (-20.61419, 18.70323, 7.81463)
C (-19.35730, 19.74549, 7.89564)
C (-21.84111, 16.91269, 21.95503)
H (-22.11640, 16.73523, 22.99466)
H (-22.51646, 19.05072, 15.66166)
H (-19.99135, 16.98646, 22.31589)
H (-21.05874, 18.79636, 6.82377)
H (-20.14811, 21.93009, 14.96358)
H (-22.06256, 16.05988, 19.97909)
H (-22.80966, 18.74817, 21.30019)
H (-18.52068, 19.35532, 7.31604)
H (-20.83346, 21.69185, 13.49581)
H (-19.69389, 17.29488, 9.12288)
H (-20.84704, 19.43076, 12.85935)
H (-22.43617, 18.73171, 8.48939)
H (-19.21483, 21.00483, 13.88880)
H (-23.60362, 16.35117, 20.81940)
H (-21.12984, 16.67593, 8.17108)
H (-22.42670, 20.79515, 15.99871)
H (-21.53501, 19.02912, 22.43685)
H (-20.25266, 19.37432, 15.48290)
H (-19.54010, 20.81485, 7.79001)
H (-22.46921, 15.05548, 21.41209)
H (-19.60961, 16.87602, 7.40262)
H (-19.13091, 19.69198, 8.96052)
H (-21.07646, 18.80290, 20.85320)
H (-22.97955, 20.20128, 14.45409)

Cartesian forces, eV/Å:
1.7610 -0.0091 0.5254
-1.2495 1.3063 2.1178
0.0238 -0.1614 -0.4508
0.9348 1.6663 0.3991
0.6206 -0.4333 -0.7770
-0.3890 -0.3051 0.2415
-0.7144 -0.4664 0.1263
-0.7075 0.0981 1.2376
-0.6263 0.4083 0.9709
1.4951 2.0570 -1.7135
-1.5000 -1.8482 1.2460
0.5857 0.8336 -2.0250
-0.8250 0.3346 -0.0436
-0.2341 0.0727 0.2090
0.5326 -0.2034 0.0430
0.5263 -0.5199 -0.6418
-0.0623 -0.3013 0.7040
0.0637 0.0468 0.1653
0.0292 0.1211 -0.1934
-0.0624 0.2785 -0.0211
-0.1864 -0.6170 -0.5945
-0.2658 -0.2122 0.1052
-0.1048 -0.2457 -0.3354
0.0980 -0.1345 -0.0873
-0.1038 -0.2047 -0.4002
-0.1129 -0.3207 0.0288
-0.0481 -0.0044 0.4624
0.4008 -0.0067 0.1168
-0.1523 -0.0565 0.4525
0.2710 0.4354 0.2276
-0.4652 -0.2662 -0.8407
-0.4498 -0.3108 -0.5863
0.2934 -0.0051 0.0272
0.5620 -0.2105 0.1479
-0.0982 -0.9409 -0.5780
0.1598 0.1253 -0.2655

Here are the natural (NBO) charges for atoms 1 to 5, given in e: -0.7194, -0.7303, -0.7139, -0.6559, -0.6352